1.
Below is 2 unconnected molecules or ions with the total composition C7H19Cl2N6 at a distorted geometry, with properties calculated with ωB97M-V/def2-TZVPD.

Last column: natural (NBO) charge in e.
Element x y z (Å)
N (-1.4049, 1.7269, -0.9488)  -0.85
C (-2.1128, 0.7339, -0.1299)  0.41
N (-3.4242, 0.5045, -0.7509)  -0.85
N (-2.3040, 1.2783, 1.1941)  -0.88
C (-1.3286, -0.5934, -0.0908)  -0.44
C (-0.0291, -0.4241, 0.6774)  -0.27
C (1.2417, -0.6027, -0.1628)  -0.22
N (2.4223, -0.9295, 0.6767)  -0.65
C (2.2803, -0.4185, 1.9776)  0.71
N (3.2102, 0.3831, 2.4182)  -0.71
N (1.2198, -0.7303, 2.7088)  -0.52
C (0.1546, -1.3443, 1.8664)  -0.22
H (-0.6332, 2.0776, -0.3842)  0.35
H (-1.0179, 1.3058, -1.7846)  0.37
H (-3.7105, 1.3883, -1.1546)  0.38
H (-3.3890, -0.2170, -1.4618)  0.36
H (-2.9582, 0.7145, 1.7173)  0.38
H (-2.6266, 2.2337, 1.0919)  0.38
H (-1.1450, -0.8419, -1.1358)  0.22
H (-1.9560, -1.3987, 0.2926)  0.23
H (0.0213, 0.5962, 1.0559)  0.22
H (1.1146, -1.3165, -0.9702)  0.23
H (1.4159, 0.3573, -0.6491)  0.21
H (2.5441, -1.9363, 0.7766)  0.40
H (4.1445, 0.3569, 2.0347)  0.44
H (3.0251, 1.0732, 3.1342)  0.43
H (0.8473, 0.0939, 3.1809)  0.41
H (0.4840, -2.3466, 1.6068)  0.21
H (-0.7320, -1.4394, 2.4850)  0.24
C (1.0747, -0.0830, -3.8582)  -0.40
Cl (0.3543, 1.5301, -3.9096)  -0.01
Cl (-0.1558, -1.3493, -3.7642)  -0.02
H (1.6625, -0.2312, -4.7567)  0.24
H (1.7107, -0.1517, -2.9828)  0.21

Its molar mass is 258.18 g/mol. Its multiplicity is 1. The calculation puts the electronic energy at -41546.8355 eV. Its HOMO energy is -11.839 eV. The total charge is +1.

2.
Below is a molecular structure, C7H19CuNNbO3 at a distorted geometry, with properties calculated with ωB97M-V/def2-TZVPD.

Last column: natural (NBO) charge in e.
Element x y z (Å)
C (1.5044, 2.4018, 3.2298)  -0.60
C (0.4971, 1.2665, 3.1124)  -0.43
C (0.7504, 0.2122, 2.0429)  -0.10
O (-0.5278, -0.1521, 1.5935)  -0.59
C (-0.4699, -1.1741, 0.5566)  -0.59
Nb (0.1116, -0.4325, -1.5923)  1.84
C (1.4618, -2.2074, -1.7024)  -1.14
C (-0.9275, 1.4457, -0.9932)  -1.12
C (-1.7140, -1.4899, -2.5275)  -0.63
O (-2.1837, -1.1805, -3.8632)  -0.39
N (-2.1384, 0.1729, -4.1049)  0.37
O (-2.2079, 0.3999, -5.2516)  -0.30
H (1.1053, 3.2419, 3.7939)  0.22
H (1.7926, 2.7281, 2.2311)  0.24
H (2.4086, 2.0610, 3.7353)  0.22
H (0.5300, 0.6741, 4.0450)  0.09
H (-0.5234, 1.6477, 3.0000)  0.24
H (1.2624, -0.6615, 2.4795)  0.15
H (1.4181, 0.6017, 1.2655)  0.24
H (-1.4966, -1.5499, 0.4726)  0.19
H (0.1487, -2.0195, 0.8907)  0.17
H (0.6119, 0.2185, -3.2298)  -0.35
H (1.6094, 0.4341, -0.9413)  -0.37
H (1.7456, -2.3976, -2.7403)  0.24
H (0.9302, -3.0647, -1.2710)  0.21
H (2.3773, -2.0618, -1.1253)  0.23
H (-1.9995, 1.2716, -0.8586)  0.22
H (-0.5417, 1.8348, -0.0447)  0.20
H (-0.7302, 2.2269, -1.7318)  0.24
H (-1.4271, -2.5455, -2.6054)  0.21
H (-2.5636, -1.4560, -1.8296)  0.18
Cu (-0.8143, -0.4464, 3.9640)  0.90

Its molar mass is 321.68 g/mol. Its multiplicity is 1. The calculation puts the electronic energy at -61376.0391 eV. For the energy relative to the best compared isomer or geometry (same formula, charge and spin), the calculation gives 0.000 eV. Its HOMO energy is -7.516 eV.